1.
Below is a structure of composition C16H21BBr2MgN4Se, with properties calculated with ωB97M-V with the def2-TZVPD basis set.

Computed properties:
Relative energy (zero: lowest compared OMol25 entry of this formula, charge and spin) = 128.22 kJ/mol
Total energy = -234446.7479 eV
HOMO-LUMO gap (spin up / spin down) = 8.11 / 6.33 eV

The geometry in XYZ format:
```
46
Properties=species:S:1:pos:R:3:lowdin_charge:R:1
Mg -2.868 3.569 -1.013 0.440
B -1.157 3.072 1.118 -0.429
N -0.209 3.246 -0.115 -0.108
C 1.036 2.805 -0.241 -0.179
C 1.296 2.707 -1.609 -0.116
C 0.149 3.213 -2.232 -0.134
N -0.768 3.505 -1.335 -0.044
N -1.833 1.701 0.972 -0.103
C -1.797 0.588 1.718 -0.119
C -2.352 -0.449 1.036 -0.071
C -2.839 0.194 -0.153 -0.141
N -2.528 1.490 -0.169 -0.007
H -0.670 3.189 2.156 0.081
H -2.093 3.817 0.797 0.049
H 1.650 2.602 0.649 0.135
H 2.146 2.360 -2.170 0.095
H -0.077 3.207 -3.296 0.125
H -1.250 0.541 2.650 0.131
H -2.331 -1.505 1.265 0.105
H -3.271 -0.288 -1.042 0.117
Br 0.249 8.155 -0.269 0.652
C -0.204 6.377 -0.184 -0.568
Br -4.805 4.443 -2.185 -0.095
H 0.456 5.553 -0.322 -0.034
H -1.062 6.122 0.423 -0.022
C 1.877 -6.154 0.461 -0.058
C 1.517 -4.723 0.401 -0.275
C 2.156 -3.801 1.174 -0.013
C 1.943 -2.417 0.952 -0.260
C 2.655 -1.366 1.760 -0.093
C 0.943 -2.031 -0.011 -0.545
Se 0.771 -0.240 -0.456 0.998
C 0.185 -3.015 -0.685 -0.322
C -0.887 -2.652 -1.662 -0.095
C 0.458 -4.330 -0.483 -0.005
H 0.935 -6.681 0.211 0.084
H 2.251 -6.487 1.449 0.089
H 2.640 -6.395 -0.308 0.098
H 2.885 -4.079 1.952 0.127
H 3.371 -1.792 2.402 0.058
H 1.977 -0.709 2.286 0.069
H 3.204 -0.738 1.061 0.063
H -1.363 -1.644 -1.564 0.029
H -1.718 -3.357 -1.685 0.081
H -0.518 -2.547 -2.697 0.093
H -0.152 -5.055 -1.006 0.119
```

***

2.
Below is the molecule C16H21BN2O4, with properties calculated with ωB97M-V with the def2-TZVPD basis set.

Computed properties:
Relative energy (zero: lowest compared OMol25 entry of this formula, charge and spin) = 450.11 kJ/mol
Structure (SMILES) = C#CC(=O)N(C)CC(=O)N[C@@H](Cc1ccc(C)cc1C)B(O)O
Total energy = -28778.5851 eV
HOMO-LUMO gap = 8.74 eV

The geometry in XYZ format:
```
44
Properties=species:S:1:pos:R:3:lowdin_charge:R:1
C -0.187 -2.981 2.904 0.174
C -0.943 -2.042 2.901 -0.007
C -1.953 -1.025 2.773 -0.534
O -2.824 -1.158 1.996 0.102
N -1.912 0.088 3.595 -0.105
C -3.058 1.025 3.660 -0.015
C -0.610 0.566 4.030 -0.067
C 0.118 0.913 2.761 -0.431
O 1.335 0.742 2.733 0.056
N -0.642 1.288 1.656 0.124
C -0.109 1.751 0.333 -0.157
C 1.217 1.189 -0.091 -0.112
C 1.392 0.508 -1.453 -0.164
C 1.926 1.256 -2.520 -0.021
C 2.157 0.673 -3.766 -0.050
C 1.810 -0.652 -3.985 -0.285
C 2.423 -1.373 -5.150 -0.066
C 1.287 -1.421 -2.938 0.012
C 1.078 -0.846 -1.667 -0.248
C 0.457 -1.634 -0.658 -0.061
B -1.226 1.259 -0.752 -0.581
O -1.313 1.967 -1.946 0.188
O -2.099 0.218 -0.415 0.134
H 0.663 -3.675 2.984 0.068
H -2.743 2.043 3.584 0.076
H -3.522 0.904 4.643 0.091
H -3.845 0.885 2.869 0.111
H -0.132 -0.190 4.686 0.147
H -0.651 1.455 4.592 0.119
H -1.590 0.878 1.470 0.112
H -0.323 2.742 -0.009 0.134
H 1.961 2.012 0.022 0.133
H 1.499 0.439 0.682 0.108
H 2.035 2.313 -2.304 0.115
H 2.789 1.217 -4.454 0.109
H 2.045 -0.995 -6.114 0.083
H 2.325 -2.452 -5.205 0.070
H 3.473 -1.149 -5.076 0.075
H 1.043 -2.480 -3.239 0.136
H 0.237 -0.942 0.168 0.061
H 1.079 -2.511 -0.302 0.120
H -0.546 -1.973 -0.843 0.088
H -1.840 1.487 -2.550 0.088
H -2.281 -0.319 0.396 0.073
```

***

3.
Below is a structure of composition C16H21Cl3N4NaO2S2, with properties calculated with ωB97M-V with the def2-TZVPD basis set.

Computed properties:
Relative energy (zero: lowest compared OMol25 entry of this formula, charge and spin) = 17.65 kJ/mol
Charge = -1
Total energy = -90644.4522 eV
HOMO-LUMO gap = 5.77 eV

The geometry in XYZ format:
```
49
Properties=species:S:1:pos:R:3:lowdin_charge:R:1
Na 1.161 -0.700 -0.822 0.107
N 1.945 -0.971 -5.306 0.002
C 1.338 -0.942 -4.050 -0.936
S 1.489 0.566 -3.196 0.469
N 0.782 -2.065 -3.714 -0.047
N 0.250 -2.102 -2.436 -0.043
C -0.543 -3.088 -2.244 -0.111
C -1.328 -3.365 -1.041 -0.165
C -2.124 -4.513 -1.067 -0.097
C -2.983 -4.862 -0.039 -0.150
C -3.085 -3.996 1.055 -0.144
C -2.317 -2.857 1.122 -0.081
C -1.359 -2.511 0.119 -0.433
O -0.578 -1.515 0.282 -0.152
H 2.029 -0.061 -5.727 0.036
H 1.574 -1.692 -5.907 0.064
H -0.694 -3.782 -3.078 0.103
H -2.064 -5.148 -1.947 0.096
H -3.582 -5.762 -0.098 0.076
H -3.778 -4.222 1.859 0.087
H -2.390 -2.188 1.973 0.089
C 1.745 6.161 1.628 -0.117
C 1.486 5.098 0.564 -0.307
C 1.431 3.707 1.175 -0.361
S 1.239 2.387 -0.062 0.910
O 1.484 1.103 0.681 -0.538
C -0.556 2.517 -0.361 -0.325
C -1.432 1.646 0.536 -0.270
C -1.416 1.945 2.030 -0.111
H 1.790 7.158 1.188 0.067
H 2.691 5.975 2.141 0.072
H 0.954 6.160 2.380 0.073
H 2.272 5.130 -0.195 0.108
H 0.550 5.325 0.048 0.097
H 0.642 3.612 1.918 0.076
H 2.383 3.463 1.652 0.096
H -0.675 2.185 -1.395 0.069
H -0.801 3.581 -0.315 0.079
H -1.166 0.596 0.386 0.078
H -2.454 1.759 0.160 0.113
H -0.449 1.696 2.467 0.063
H -2.168 1.329 2.526 0.071
H -1.647 2.992 2.251 0.067
Cl 0.518 -4.749 1.719 0.692
C 1.514 -3.481 2.421 -1.587
Cl 0.546 -2.349 3.359 0.654
Cl 2.767 -4.206 3.471 0.582
C 2.209 -2.758 1.352 -0.359
N 2.801 -2.209 0.539 0.237
```

***

4.
Below is the ion C16H21FN3O4 with charge +1, with properties calculated with ωB97M-V with the def2-TZVPD basis set.

Computed properties:
Charge = +1
Structure (SMILES) = C#CC[n+]1cc(CON=O)c(C(=O)OCC)c(NCCCC)c1F
Total energy = -32297.2198 eV
HOMO-LUMO gap = 8.47 eV

The geometry in XYZ format:
```
45
Properties=species:S:1:pos:R:3:lowdin_charge:R:1
C -5.095 -0.826 -1.136 0.138
C -4.692 -0.146 -0.228 -0.088
C -4.010 0.619 0.895 -0.066
N -2.604 0.861 0.449 0.028
C -2.174 2.087 0.081 0.055
C -0.866 2.291 -0.373 -0.088
C -0.323 3.665 -0.830 -0.107
O 0.678 4.084 0.111 -0.092
N 0.206 3.963 1.431 -0.021
O 0.979 3.399 2.094 0.118
C -0.003 1.144 -0.443 0.045
C 1.441 1.323 -0.982 -0.416
O 2.327 1.003 -0.247 0.199
O 1.665 1.824 -2.234 -0.022
C 1.755 0.769 -3.227 -0.167
C 0.365 0.088 -3.506 -0.050
C -0.475 -0.140 -0.041 -0.114
N 0.321 -1.318 -0.103 0.047
C 1.032 -1.418 1.223 -0.182
C 2.393 -2.155 1.125 -0.195
C 2.854 -2.828 2.454 -0.242
C 1.739 -3.766 3.065 -0.108
C -1.815 -0.229 0.401 -0.160
F -2.285 -1.398 0.771 0.195
H -5.116 -1.426 -2.045 0.063
H -4.544 1.571 1.061 0.140
H -4.035 -0.021 1.800 0.147
H -2.889 2.921 0.146 0.164
H 0.195 3.596 -1.809 0.140
H -1.148 4.394 -0.962 0.138
H 2.057 1.257 -4.176 0.131
H 2.543 0.025 -2.981 0.134
H 0.415 -0.937 -3.074 0.076
H -0.480 0.648 -3.062 0.077
H 0.158 -0.042 -4.584 0.087
H 1.012 -1.173 -0.841 0.103
H 1.259 -0.370 1.538 0.119
H 0.333 -1.820 1.981 0.114
H 2.442 -2.904 0.306 0.121
H 3.155 -1.378 0.881 0.109
H 3.052 -2.022 3.194 0.107
H 3.812 -3.371 2.328 0.108
H 1.111 -4.117 2.221 0.072
H 2.162 -4.610 3.638 0.075
H 1.093 -3.114 3.690 0.067
```

***

5.
Below is a cluster of 2 separate species, C16H21N3O3 in total, with properties calculated with ωB97M-V with the def2-TZVPD basis set.

Computed properties:
Relative energy (zero: lowest compared OMol25 entry of this formula, charge and spin) = 856.25 kJ/mol
Total energy = -27539.2901 eV
HOMO-LUMO gap = 8.78 eV

The geometry in XYZ format:
```
43
Properties=species:S:1:pos:R:3:lowdin_charge:R:1
C -0.835 2.137 -2.671 -0.466
C -1.042 1.216 -1.531 -0.407
C 0.452 2.916 -2.435 -0.424
C 0.124 4.101 -1.653 -0.170
C 0.790 3.347 -3.887 -0.102
C -0.735 -0.876 -0.324 -0.283
C -2.020 -1.654 -0.540 -0.400
C -0.436 -0.232 0.971 -0.086
C -0.385 -1.277 2.079 -0.160
C -1.304 -1.861 2.955 -0.113
C 0.829 -1.962 2.358 -0.148
C 0.576 -2.898 3.344 -0.260
C 2.070 -2.016 1.675 -0.019
C 1.525 -3.791 3.774 -0.044
C 3.139 -2.774 2.199 -0.071
C 2.749 -3.710 3.212 -0.123
H -1.926 3.709 -1.885 0.134
H -3.143 2.063 -2.247 0.277
H -0.796 1.479 -3.521 0.133
H 1.326 2.422 -1.719 0.203
H 0.967 4.746 -1.623 0.054
H -0.179 4.033 -0.493 0.141
H -0.698 4.773 -2.179 0.114
H 1.423 2.447 -4.435 0.125
H -0.113 3.794 -4.415 0.092
H 1.594 4.279 -3.872 0.115
H 0.050 -0.505 -2.200 0.146
H 0.071 -1.546 -0.375 0.138
H -1.123 0.450 1.329 0.092
H 0.551 0.262 0.839 0.147
H -2.297 -1.367 3.279 0.173
H -1.268 -3.640 4.265 0.270
H 2.279 -1.345 0.842 0.103
H 1.476 -4.286 4.682 0.093
H 4.236 -2.906 1.800 0.134
H 3.534 -4.491 3.474 0.121
H -1.539 -2.644 1.058 0.161
N -2.037 2.900 -2.808 -0.009
N -0.355 -0.036 -1.407 0.111
N -0.709 -2.776 3.695 0.053
O -1.663 1.555 -0.519 0.023
O -2.705 -1.547 -1.564 0.088
O -2.453 -2.489 0.473 0.041
```

***

6.
Below is the molecule C16H21NO2S2, with properties calculated with ωB97M-V with the def2-TZVPD basis set.

Computed properties:
Relative energy (zero: lowest compared OMol25 entry of this formula, charge and spin) = 2.23 kJ/mol
Structure (SMILES) = CC(C)(C)SCCNS(=O)(=O)c1ccc2ccccc2c1
Total energy = -44188.5730 eV
HOMO-LUMO gap = 8.71 eV

The geometry in XYZ format:
```
42
Properties=species:S:1:pos:R:3:lowdin_charge:R:1
C -5.399 -1.198 0.790 -0.108
C -5.013 0.223 0.401 -0.846
C -4.246 0.920 1.515 -0.106
C -6.257 1.026 0.032 -0.128
S -4.004 0.187 -1.167 0.923
C -2.446 -0.618 -0.684 -0.470
C -1.326 0.398 -0.476 -0.316
N -0.128 -0.198 0.074 -0.127
S 0.736 -1.254 -0.920 0.657
O 0.246 -1.135 -2.261 -0.280
O 0.749 -2.545 -0.290 -0.292
C 2.361 -0.530 -0.810 -0.274
C 2.641 0.589 -1.602 -0.052
C 3.867 1.185 -1.511 -0.011
C 4.849 0.683 -0.628 -0.160
C 6.124 1.276 -0.514 -0.032
C 7.059 0.767 0.344 -0.077
C 6.764 -0.360 1.128 -0.077
C 5.539 -0.959 1.043 -0.028
C 4.553 -0.457 0.168 -0.151
C 3.277 -1.050 0.054 0.002
H -5.919 -1.684 -0.032 0.080
H -6.057 -1.178 1.657 0.085
H -4.526 -1.796 1.045 0.069
H -4.888 1.027 2.388 0.086
H -3.933 1.912 1.196 0.081
H -3.367 0.352 1.813 0.070
H -6.932 1.083 0.883 0.086
H -5.981 2.034 -0.268 0.076
H -6.777 0.554 -0.798 0.076
H -2.176 -1.296 -1.493 0.068
H -2.620 -1.200 0.220 0.070
H -1.646 1.203 0.191 0.106
H -1.049 0.828 -1.440 0.111
H -0.284 -0.650 0.964 0.106
H 1.878 0.940 -2.278 0.113
H 4.106 2.048 -2.116 0.116
H 6.349 2.142 -1.120 0.112
H 8.033 1.227 0.424 0.104
H 7.516 -0.748 1.799 0.103
H 5.304 -1.826 1.642 0.114
H 3.021 -1.922 0.636 0.120
```

***

What did the first record say?
Below is a structure of composition C16H21BBr2MgN4Se, with properties calculated with ωB97M-V with the def2-TZVPD basis set.

Computed properties:
Relative energy (zero: lowest compared OMol25 entry of this formula, charge and spin) = 128.22 kJ/mol
Total energy = -234446.7479 eV
HOMO-LUMO gap (spin up / spin down) = 8.11 / 6.33 eV

The geometry in XYZ format:
```
46
Properties=species:S:1:pos:R:3:lowdin_charge:R:1
Mg -2.868 3.569 -1.013 0.440
B -1.157 3.072 1.118 -0.429
N -0.209 3.246 -0.115 -0.108
C 1.036 2.805 -0.241 -0.179
C 1.296 2.707 -1.609 -0.116
C 0.149 3.213 -2.232 -0.134
N -0.768 3.505 -1.335 -0.044
N -1.833 1.701 0.972 -0.103
C -1.797 0.588 1.718 -0.119
C -2.352 -0.449 1.036 -0.071
C -2.839 0.194 -0.153 -0.141
N -2.528 1.490 -0.169 -0.007
H -0.670 3.189 2.156 0.081
H -2.093 3.817 0.797 0.049
H 1.650 2.602 0.649 0.135
H 2.146 2.360 -2.170 0.095
H -0.077 3.207 -3.296 0.125
H -1.250 0.541 2.650 0.131
H -2.331 -1.505 1.265 0.105
H -3.271 -0.288 -1.042 0.117
Br 0.249 8.155 -0.269 0.652
C -0.204 6.377 -0.184 -0.568
Br -4.805 4.443 -2.185 -0.095
H 0.456 5.553 -0.322 -0.034
H -1.062 6.122 0.423 -0.022
C 1.877 -6.154 0.461 -0.058
C 1.517 -4.723 0.401 -0.275
C 2.156 -3.801 1.174 -0.013
C 1.943 -2.417 0.952 -0.260
C 2.655 -1.366 1.760 -0.093
C 0.943 -2.031 -0.011 -0.545
Se 0.771 -0.240 -0.456 0.998
C 0.185 -3.015 -0.685 -0.322
C -0.887 -2.652 -1.662 -0.095
C 0.458 -4.330 -0.483 -0.005
H 0.935 -6.681 0.211 0.084
H 2.251 -6.487 1.449 0.089
H 2.640 -6.395 -0.308 0.098
H 2.885 -4.079 1.952 0.127
H 3.371 -1.792 2.402 0.058
H 1.977 -0.709 2.286 0.069
H 3.204 -0.738 1.061 0.063
H -1.363 -1.644 -1.564 0.029
H -1.718 -3.357 -1.685 0.081
H -0.518 -2.547 -2.697 0.093
H -0.152 -5.055 -1.006 0.119
```

***

Question: The lowest total energy belongs to which entry?
Answer: C16H21BBr2MgN4Se

***

What did the third record say?
Below is a structure of composition C16H21Cl3N4NaO2S2, with properties calculated with ωB97M-V with the def2-TZVPD basis set.

Computed properties:
Relative energy (zero: lowest compared OMol25 entry of this formula, charge and spin) = 17.65 kJ/mol
Charge = -1
Total energy = -90644.4522 eV
HOMO-LUMO gap = 5.77 eV

The geometry in XYZ format:
```
49
Properties=species:S:1:pos:R:3:lowdin_charge:R:1
Na 1.161 -0.700 -0.822 0.107
N 1.945 -0.971 -5.306 0.002
C 1.338 -0.942 -4.050 -0.936
S 1.489 0.566 -3.196 0.469
N 0.782 -2.065 -3.714 -0.047
N 0.250 -2.102 -2.436 -0.043
C -0.543 -3.088 -2.244 -0.111
C -1.328 -3.365 -1.041 -0.165
C -2.124 -4.513 -1.067 -0.097
C -2.983 -4.862 -0.039 -0.150
C -3.085 -3.996 1.055 -0.144
C -2.317 -2.857 1.122 -0.081
C -1.359 -2.511 0.119 -0.433
O -0.578 -1.515 0.282 -0.152
H 2.029 -0.061 -5.727 0.036
H 1.574 -1.692 -5.907 0.064
H -0.694 -3.782 -3.078 0.103
H -2.064 -5.148 -1.947 0.096
H -3.582 -5.762 -0.098 0.076
H -3.778 -4.222 1.859 0.087
H -2.390 -2.188 1.973 0.089
C 1.745 6.161 1.628 -0.117
C 1.486 5.098 0.564 -0.307
C 1.431 3.707 1.175 -0.361
S 1.239 2.387 -0.062 0.910
O 1.484 1.103 0.681 -0.538
C -0.556 2.517 -0.361 -0.325
C -1.432 1.646 0.536 -0.270
C -1.416 1.945 2.030 -0.111
H 1.790 7.158 1.188 0.067
H 2.691 5.975 2.141 0.072
H 0.954 6.160 2.380 0.073
H 2.272 5.130 -0.195 0.108
H 0.550 5.325 0.048 0.097
H 0.642 3.612 1.918 0.076
H 2.383 3.463 1.652 0.096
H -0.675 2.185 -1.395 0.069
H -0.801 3.581 -0.315 0.079
H -1.166 0.596 0.386 0.078
H -2.454 1.759 0.160 0.113
H -0.449 1.696 2.467 0.063
H -2.168 1.329 2.526 0.071
H -1.647 2.992 2.251 0.067
Cl 0.518 -4.749 1.719 0.692
C 1.514 -3.481 2.421 -1.587
Cl 0.546 -2.349 3.359 0.654
Cl 2.767 -4.206 3.471 0.582
C 2.209 -2.758 1.352 -0.359
N 2.801 -2.209 0.539 0.237
```